Entry from the OMol25 dataset: a molecular structure, C12H17NOS at a distorted geometry (ωB97M-V with the def2-TZVPD basis set).

Calculated values
E: -995.371281 hartree
Charge: 0
Frontier orbital gap (alpha / beta): 7.70 / 7.70 eV
F_max: 4.11 eV Å⁻¹

```
32
Properties=species:S:1:pos:R:3:forces:R:3
C -2.858342 0.291826 -1.107863 -2.0 0.5 -0.3
C -2.902683 0.398523 1.256471 -2.1 1.4 -0.9
C -1.589732 -0.172932 -1.106202 1.2 -0.2 0.7
C -1.606141 0.129459 1.267252 3.5 -1.0 -1.2
C -3.614684 0.572632 0.036784 1.3 -1.7 -0.1
C -0.930604 -0.277959 0.091844 0.5 0.6 0.8
C 2.524808 0.885914 0.532250 3.4 1.0 0.7
C -0.023713 -2.842427 -0.911854 0.1 1.4 1.6
C -5.064624 0.869147 0.069408 1.0 1.0 1.4
C 1.126363 -3.716330 -1.140052 0.0 -0.8 -2.3
C 4.840613 2.087370 0.637217 2.0 1.9 -1.3
C 3.393692 2.158717 0.335122 -3.9 1.4 0.1
N 1.647716 0.559550 -0.282194 -1.8 -1.2 -0.8
O 1.111975 -1.344393 1.424039 0.5 -0.5 1.4
S 0.734795 -0.960578 0.090494 -1.2 0.4 -1.4
H -3.219447 0.365620 -2.116941 -1.0 0.3 -0.1
H -3.213376 0.638118 2.257923 -1.3 0.3 0.0
H -1.160177 -0.406023 -2.057570 0.5 -0.2 -0.2
H -1.096388 0.351845 2.179756 0.7 -0.7 0.4
H 2.931398 0.373250 1.443243 -1.2 -0.3 -0.5
H -0.515748 -2.506986 -1.815752 0.3 0.5 -0.6
H -5.718175 0.060159 0.097884 -0.6 -2.2 0.2
H -5.103200 1.278790 1.091529 -1.1 0.8 -0.7
H -5.463581 1.404191 -0.764501 0.1 1.2 -0.2
H 2.056181 -3.184065 -1.490559 -0.5 -0.8 1.2
H 0.899429 -4.235908 -2.095120 0.0 -0.1 0.1
H 1.108184 -4.533045 -0.414060 1.2 0.5 0.4
H 5.470400 1.781169 -0.326179 -1.3 0.8 2.2
H 5.041052 1.412947 1.393886 0.5 -1.9 1.5
H 5.229468 3.055087 1.121388 -0.4 -1.1 -1.3
H 2.685881 2.896396 0.949030 2.1 -1.1 -0.5
H 3.278654 2.609926 -0.646660 -0.4 -0.4 -0.4
```
Positions in Å, forces in eV/Å.

Charges in e, computed with Löwdin, in the same order as the atoms: number 1, C, carries -0.04; number 2, C, carries -0.05; number 3, C, carries -0.12; number 4, C, carries -0.07; number 5, C, carries -0.23; number 6, C, carries -0.33; number 7, C, carries -0.26; number 8, C, carries -0.10; number 9, C, carries -0.04; number 10, C, carries -0.24; number 11, C, carries -0.14; number 12, C, carries -0.27; number 13, N, carries -0.09; number 14, O, carries -0.43; number 15, S, carries 0.90; number 16, H, carries 0.11; number 17, H, carries 0.12; number 18, H, carries 0.11; number 19, H, carries 0.11; number 20, H, carries 0.13; number 21, H, carries 0.00; number 22, H, carries 0.06; number 23, H, carries 0.09; number 24, H, carries 0.08; number 25, H, carries 0.10; number 26, H, carries 0.07; number 27, H, carries 0.07; number 28, H, carries 0.13; number 29, H, carries 0.02; number 30, H, carries 0.10; number 31, H, carries 0.15; number 32, H, carries 0.09

---

Entry from the OMol25 dataset: a molecular structure, C12H17NbO4P at a distorted geometry (ωB97M-V with the def2-TZVPD basis set).

Calculated values
E: -1166.489962 hartree
Charge: -1
Frontier orbital gap: 4.46 eV
F_max: 2.00 eV Å⁻¹

```
35
Properties=species:S:1:pos:R:3:forces:R:3
C 0.961640 -1.755482 0.416367 0.2 0.6 -0.5
C 0.916692 -1.295119 -0.709600 -0.1 -0.1 -0.7
Nb 0.902269 -0.041683 -2.625680 -0.7 -0.4 1.8
C 0.075756 1.733890 -1.425518 0.5 -0.9 -0.1
C -1.227746 -0.608707 -3.181930 -0.5 0.9 -0.6
C -1.768673 0.337097 -4.162972 0.1 -0.4 0.3
O -1.880380 0.130643 -5.347564 -0.2 0.1 -0.8
P 3.313026 0.817107 -2.265448 -0.8 0.1 -0.5
C 3.284304 2.594487 -1.766055 0.0 -0.2 -0.6
O 4.098460 0.749306 -3.763368 -0.1 0.5 0.6
H 1.154746 -1.829964 1.442958 0.0 -0.5 0.8
H 1.526234 -1.527191 -3.532460 0.4 0.0 0.0
H 0.994349 0.928485 -4.163789 0.1 -0.3 0.0
H 0.400604 2.696994 -1.801029 0.0 0.3 0.0
H 0.380550 1.575579 -0.393396 0.3 0.2 0.3
H -1.005941 1.650091 -1.409532 -0.3 0.1 -0.2
H -1.269481 -1.617869 -3.571438 0.3 -0.3 -0.2
H -1.890254 -0.560742 -2.317085 0.4 0.1 0.6
H -2.092337 1.312164 -3.750689 0.0 0.2 0.1
H 4.267681 3.005826 -1.581357 0.3 0.1 0.0
H 2.762528 3.178457 -2.517259 0.0 0.2 -0.2
H 2.702248 2.671697 -0.857130 -0.1 -0.2 0.3
H 4.784103 0.094643 -3.639480 0.3 -0.2 -0.2
C -2.342473 -0.684936 3.190854 -0.1 0.0 0.0
C -3.131135 -1.406917 3.982999 0.0 0.0 0.0
C -2.633983 -1.964827 5.263268 0.0 0.0 0.0
O -3.351951 -2.624355 5.986748 0.0 0.0 0.0
C -1.222890 -1.687735 5.629105 0.1 0.0 0.0
C -0.432809 -0.966487 4.838598 0.0 -0.1 0.1
C -0.931035 -0.405234 3.556410 0.0 0.0 -0.1
O -0.217255 0.251727 2.836205 0.1 0.1 0.1
H -2.683448 -0.270655 2.250648 0.1 0.0 0.0
H -4.162497 -1.621646 3.734320 0.0 0.0 0.0
H -0.880317 -2.104643 6.567750 0.0 0.0 0.0
H 0.599428 -0.753992 5.086566 0.0 0.0 0.0
```
Positions in Å, forces in eV/Å.

Charges in e, computed with Löwdin, in the same order as the atoms: number 1, C, carries -0.12; number 2, C, carries -0.35; number 3, Nb, carries 1.17; number 4, C, carries -0.34; number 5, C, carries -0.36; number 6, C, carries -0.48; number 7, O, carries -0.05; number 8, P, carries 0.61; number 9, C, carries -0.39; number 10, O, carries -0.46; number 11, H, carries -0.04; number 12, H, carries -0.14; number 13, H, carries -0.10; number 14, H, carries -0.04; number 15, H, carries -0.04; number 16, H, carries -0.04; number 17, H, carries 0.04; number 18, H, carries 0.04; number 19, H, carries 0.09; number 20, H, carries 0.01; number 21, H, carries 0.02; number 22, H, carries 0.00; number 23, H, carries -0.01; number 24, C, carries 0.03; number 25, C, carries 0.01; number 26, C, carries -0.39; number 27, O, carries 0.09; number 28, C, carries 0.01; number 29, C, carries 0.02; number 30, C, carries -0.39; number 31, O, carries 0.11; number 32, H, carries 0.13; number 33, H, carries 0.12; number 34, H, carries 0.12; number 35, H, carries 0.12

---

Entry from the OMol25 dataset: a molecular structure, C12H17O7RuS at a distorted geometry (ωB97M-V with the def2-TZVPD basis set).

Calculated values
E: -1487.185928 hartree
Charge: 0
Frontier orbital gap (alpha / beta): 8.30 / 8.13 eV
F_max: 1.48 eV Å⁻¹
2S+1: 2

```
38
Properties=species:S:1:pos:R:3:forces:R:3
Ru -0.028931 -0.317941 1.024119 0.4 1.2 0.8
O 3.318282 1.236422 -0.041474 0.0 0.1 -0.1
C 2.126688 1.172728 -0.201674 -0.1 0.0 0.1
O 1.268752 1.152805 0.815720 0.1 -0.2 -0.3
C 1.481376 1.152196 -1.579816 0.0 -0.1 0.0
C 0.034382 1.662511 -1.533755 0.1 -0.1 0.0
C -0.509090 1.910618 -2.937599 0.0 0.1 0.0
C -0.714677 0.468147 -3.455872 0.0 0.0 0.0
C -0.250897 -0.353131 -2.257275 0.0 -0.1 0.0
O -0.678063 0.462141 -1.139078 -0.1 0.1 -0.1
C 1.278548 -0.308483 -2.122372 -0.1 0.1 0.0
C 1.749012 -1.439934 -1.208855 0.1 0.0 0.0
O 2.595169 -2.216763 -1.591577 0.0 0.0 -0.1
O 1.152113 -1.560139 -0.049926 -0.3 -0.2 0.0
H 2.112720 1.740612 -2.242951 0.0 -0.1 0.0
H -0.145631 2.446940 -0.805800 0.0 0.0 0.0
H -1.453918 2.449197 -2.888819 0.0 0.0 0.0
H 0.186746 2.491974 -3.541296 0.0 0.0 0.0
H -1.762816 0.271878 -3.675498 0.0 0.0 0.0
H -0.128620 0.241175 -4.345148 0.0 0.0 0.0
H -0.687362 -1.344380 -2.165390 0.0 0.0 0.0
H 1.774335 -0.452806 -3.078982 0.0 0.0 0.0
C -3.388967 -2.598079 0.343127 -0.1 0.0 0.0
O -2.741088 -1.322640 0.128596 -0.2 0.8 0.0
C -1.796396 -1.025882 0.979470 0.2 -1.2 -0.2
O -1.450480 -1.774045 1.906651 0.2 -0.2 -0.2
H -4.171688 -2.646975 -0.405841 0.0 0.0 0.0
H -3.807841 -2.648296 1.345199 0.0 0.0 0.0
H -2.661981 -3.395195 0.205110 0.0 0.0 0.0
C 0.462535 -0.780604 4.140990 0.0 0.0 0.1
S -0.247755 0.654347 3.299546 -0.2 -0.2 -0.2
C 1.131195 1.790484 3.509847 0.0 0.1 0.0
H 1.377030 -1.100888 3.644404 0.0 0.0 0.0
H -0.273581 -1.578331 4.115817 0.0 0.0 0.0
H 0.679552 -0.508464 5.172714 0.0 0.0 0.0
H 1.184150 2.053813 4.564912 0.0 0.0 0.0
H 0.932672 2.676090 2.913447 0.0 0.0 0.0
H 2.054525 1.338899 3.159330 0.0 0.0 0.0
```
Positions in Å, forces in eV/Å.

Charges in e, computed with Löwdin, in the same order as the atoms: number 1, Ru, carries 1.27; number 2, O, carries 0.12; number 3, C, carries -0.56; number 4, O, carries -0.26; number 5, C, carries -0.09; number 6, C, carries -0.24; number 7, C, carries -0.09; number 8, C, carries -0.09; number 9, C, carries -0.24; number 10, O, carries -0.15; number 11, C, carries -0.09; number 12, C, carries -0.59; number 13, O, carries 0.09; number 14, O, carries -0.16; number 15, H, carries 0.16; number 16, H, carries 0.16; number 17, H, carries 0.12; number 18, H, carries 0.12; number 19, H, carries 0.12; number 20, H, carries 0.12; number 21, H, carries 0.16; number 22, H, carries 0.15; number 23, C, carries -0.02; number 24, O, carries -0.04; number 25, C, carries -0.57; number 26, O, carries -0.06; number 27, H, carries 0.10; number 28, H, carries 0.10; number 29, H, carries 0.10; number 30, C, carries -0.36; number 31, S, carries 0.82; number 32, C, carries -0.37; number 33, H, carries 0.05; number 34, H, carries 0.03; number 35, H, carries 0.05; number 36, H, carries 0.05; number 37, H, carries 0.04; number 38, H, carries 0.05

---

Entry from the OMol25 dataset: 2 unconnected molecules or ions with the total composition C12H17P at a distorted geometry (ωB97M-V with the def2-TZVPD basis set).

Calculated values
E: -808.560475 hartree
Charge: 0
Frontier orbital gap (alpha / beta): 8.46 / 7.35 eV
F_max: 4.54 eV Å⁻¹

```
30
Properties=species:S:1:pos:R:3:forces:R:3
C -2.568765 -0.079286 4.435617 2.3 -1.7 -1.7
C -1.422197 -0.779816 4.868709 0.7 0.9 -1.5
C -2.694175 0.137840 3.050524 -2.2 0.8 1.8
C -0.335354 -1.053409 3.969969 0.1 -0.7 1.1
C -1.718429 -0.235322 2.184172 0.2 0.1 -0.2
C -0.562316 -0.809682 2.671415 -0.4 0.6 -1.3
C 2.533747 0.329837 -1.022101 -1.4 -0.6 -0.8
C 0.618237 -1.417466 -1.516279 1.6 1.0 -0.5
C 1.633748 0.670622 -2.199732 1.8 2.2 -1.7
C 0.284914 -0.017060 -2.077729 -0.2 2.1 1.6
C 1.551730 2.197478 -2.502839 -3.7 -0.1 0.6
C -0.378480 0.003363 -3.399578 -2.1 -3.6 -1.7
P 1.699956 -0.923953 -0.121055 -2.3 2.1 0.9
H -3.417126 0.213470 4.952234 -1.0 0.2 1.8
H -1.154849 -1.093358 5.834163 -0.5 0.0 1.6
H -3.696476 0.604292 2.750858 1.8 -0.6 -0.1
H 0.643812 -1.515196 4.294580 -1.4 0.6 -0.1
H -1.985119 0.007431 1.196920 0.6 -0.1 -1.6
H 3.065475 1.057135 -0.459083 0.7 0.6 0.0
H -0.295464 -1.843948 -1.299415 -1.7 -1.4 0.9
H 1.252061 -2.119342 -2.115572 -0.8 0.9 -0.3
H 2.080211 0.442736 -3.203548 0.0 -1.3 0.8
H -0.381131 0.670049 -1.297343 1.6 -2.1 -1.4
H 1.339066 2.616814 -1.518100 -0.5 0.7 -0.2
H 0.699612 2.476839 -3.287267 1.6 -0.7 1.8
H 2.390604 2.708661 -2.852800 1.8 0.2 -0.6
H 0.402192 -0.369962 -4.106056 -0.8 0.5 0.0
H -0.891441 0.886289 -3.779127 0.5 0.2 0.3
H -1.229003 -0.855335 -3.439882 1.8 1.9 0.1
H 2.534959 -1.909721 -0.011655 2.2 -2.5 0.2
```
Positions in Å, forces in eV/Å.

Charges in e, computed with Löwdin, in the same order as the atoms: number 1, C, carries -0.08; number 2, C, carries -0.07; number 3, C, carries -0.12; number 4, C, carries -0.13; number 5, C, carries -0.14; number 6, C, carries 0.00; number 7, C, carries -0.26; number 8, C, carries -0.34; number 9, C, carries -0.48; number 10, C, carries -0.48; number 11, C, carries -0.08; number 12, C, carries -0.11; number 13, P, carries 0.91; number 14, H, carries 0.07; number 15, H, carries 0.07; number 16, H, carries 0.13; number 17, H, carries 0.12; number 18, H, carries 0.07; number 19, H, carries 0.04; number 20, H, carries 0.04; number 21, H, carries 0.11; number 22, H, carries 0.14; number 23, H, carries 0.19; number 24, H, carries 0.07; number 25, H, carries 0.12; number 26, H, carries 0.04; number 27, H, carries 0.09; number 28, H, carries 0.07; number 29, H, carries 0.12; number 30, H, carries -0.11